Entry from the OMol25 dataset: a molecular structure, C36H37N6NiOSSeSi (ωB97M-V/def2-TZVPD).

XYZ file:
```
84
Properties=species:S:1:pos:R:3:forces:R:3:mulliken_charge:R:1
Ni 0.79118 -0.09162 1.04329 0.29 -0.20 0.14 -0.819
C -0.31300 4.08908 1.14420 0.01 -0.01 0.05 -2.064
C 0.25172 2.74154 0.81365 -0.02 -0.27 0.03 0.401
N 0.01373 1.68499 1.50817 0.06 0.23 -0.33 0.566
N -1.00050 1.76695 2.42143 0.22 0.21 0.17 -0.317
C -1.38917 0.68309 3.19032 -0.21 -0.09 -0.16 0.171
N -2.73705 0.75882 3.47077 0.06 -0.06 -0.05 -0.525
S -0.40331 -0.48720 3.75111 -0.07 0.02 0.17 -0.299
C 0.93780 2.53558 -0.49567 -0.04 -0.08 0.08 0.566
C 1.19410 3.58217 -1.37567 0.01 -0.09 0.03 -0.878
C 1.55445 3.27120 -2.68096 0.00 -0.05 0.02 -0.706
C 1.63777 1.94426 -3.06305 0.03 0.02 0.03 -0.890
C 1.42078 0.96562 -2.09705 0.10 0.04 -0.03 -0.564
N 1.09590 1.25941 -0.85196 -0.09 0.24 -0.18 0.897
H -0.53142 4.16128 2.20888 0.01 0.02 -0.01 0.473
H -1.22564 4.30057 0.57858 -0.02 -0.02 -0.01 0.271
H 0.41040 4.86381 0.89617 -0.01 0.01 0.00 0.646
H -1.74747 2.38874 2.14336 -0.04 -0.04 0.06 0.273
H -3.33100 1.04000 2.70001 0.01 -0.01 -0.06 0.257
H -3.07111 -0.06926 3.93972 0.02 0.02 0.04 0.345
H 1.08982 4.61219 -1.06783 0.01 0.02 -0.02 0.359
H 1.74863 4.06297 -3.39316 -0.01 0.00 0.00 0.408
H 1.87501 1.66192 -4.07918 0.00 0.00 -0.01 0.489
H 1.50737 -0.09105 -2.32926 -0.02 -0.01 -0.02 0.455
Se 1.81909 -4.77966 0.35095 0.00 0.01 -0.08 -0.302
C 1.48193 -3.02996 0.58611 -0.02 0.01 0.05 0.441
N 1.26281 -1.90198 0.73784 0.06 0.09 0.05 -0.235
C 6.45550 -0.25586 -0.11529 0.02 -0.07 0.01 -1.126
N 5.09323 -0.09508 -0.57265 -0.03 0.06 -0.06 0.098
C 4.77066 1.30320 -0.76220 0.01 0.07 0.07 -0.591
C 4.06237 -0.82603 0.18311 -0.06 -0.07 -0.02 -0.904
C 3.76624 -0.27985 1.56966 -0.01 -0.01 -0.06 1.286
C 4.79260 -0.33170 2.51607 0.04 0.05 -0.01 -0.660
C 4.70103 0.32337 3.73328 -0.03 0.01 0.00 -0.897
C 3.55425 1.05195 4.00595 0.06 -0.02 -0.02 -0.893
C 2.49717 1.01875 3.10717 -0.06 0.04 0.00 -0.269
C 2.53173 0.31282 1.89619 -0.36 -0.16 -0.05 0.837
H 7.13237 0.12517 -0.88494 0.01 0.00 0.00 0.379
H 6.67321 -1.31620 0.02965 -0.02 0.00 0.02 0.323
H 6.68356 0.27151 0.82350 0.02 0.03 -0.05 0.381
H 5.58877 1.79374 -1.29512 -0.01 -0.02 -0.03 0.433
H 4.60747 1.84565 0.18329 0.03 0.00 -0.01 0.230
H 3.87155 1.39951 -1.36818 -0.08 0.02 0.02 0.017
H 4.37339 -1.87362 0.22493 -0.01 0.00 0.03 0.526
H 3.14627 -0.79076 -0.40540 0.02 -0.01 -0.01 -0.463
H 5.68272 -0.90722 2.29402 0.00 -0.01 0.02 0.558
H 5.50977 0.26442 4.45208 0.01 0.00 0.00 0.344
H 3.45659 1.59948 4.93668 0.00 0.01 0.02 0.401
H 1.58792 1.52704 3.40550 0.00 -0.02 0.01 0.258
O -1.00857 -0.37649 0.39987 -0.03 0.02 0.28 0.868
Si -2.14888 -1.02174 -0.46567 -0.01 -0.09 -0.06 -1.394
C -1.60852 -1.45081 -2.22036 0.02 0.11 -0.02 0.672
C -0.72058 -2.51526 -2.40964 0.05 0.01 0.04 -0.178
C -0.18627 -2.79183 -3.65930 0.03 0.00 0.01 -0.746
C -0.53791 -2.01092 -4.75309 0.01 0.02 -0.04 -0.453
C -1.41783 -0.95043 -4.58892 0.01 0.01 -0.02 -0.739
C -1.94078 -0.67372 -3.33087 -0.02 -0.03 0.00 -0.370
C -3.54360 0.27477 -0.58964 0.03 -0.01 -0.02 0.202
C -4.87063 -0.00088 -0.92272 0.00 -0.03 0.04 -0.303
C -5.83281 0.99991 -0.96500 -0.02 0.02 0.00 -0.660
C -5.48712 2.31296 -0.67563 -0.03 0.00 -0.01 -0.621
C -4.17228 2.61606 -0.35035 0.02 0.02 0.01 -0.597
C -3.21921 1.60533 -0.30935 -0.02 0.02 -0.04 0.170
C -2.91441 -2.58766 0.25040 -0.01 0.02 -0.04 0.707
C -3.75782 -3.40510 -0.50570 0.01 -0.01 0.00 -0.297
C -4.35199 -4.53304 0.04226 -0.02 -0.02 -0.01 -0.834
C -4.10082 -4.87439 1.36461 0.00 0.01 0.00 -0.436
C -3.24718 -4.08932 2.12591 0.00 0.00 0.02 -0.720
C -2.66203 -2.95841 1.57129 0.05 0.02 0.02 -0.240
H -0.41651 -3.12724 -1.56634 -0.02 -0.03 0.02 0.300
H 0.51430 -3.61038 -3.77060 -0.01 -0.01 -0.01 0.449
H -0.12284 -2.22644 -5.73080 0.00 0.00 0.00 0.367
H -1.69333 -0.33680 -5.43928 0.00 0.00 0.00 0.392
H -2.61897 0.16549 -3.21216 -0.01 0.01 0.00 0.383
H -5.16591 -1.02147 -1.14029 0.00 -0.01 0.00 0.310
H -6.85702 0.75574 -1.22168 0.00 0.00 0.00 0.392
H -6.23675 3.09438 -0.70746 0.00 0.00 0.00 0.358
H -3.89173 3.64265 -0.13852 0.00 0.00 0.00 0.360
H -2.18436 1.83285 -0.07474 0.04 0.00 0.00 0.228
H -3.93561 -3.17130 -1.55108 -0.01 0.01 -0.02 0.383
H -4.99757 -5.15607 -0.56577 0.00 0.00 0.00 0.379
H -4.55424 -5.76044 1.79260 0.00 0.00 0.00 0.356
H -3.02089 -4.36660 3.14881 0.00 0.00 -0.01 0.414
H -1.97055 -2.36713 2.16108 0.02 0.04 0.03 0.207
```
Forces are in eV/Å.

Output
- energy relative to the best compared isomer or geometry (same formula, charge and spin) (kcal per mole) = 0.00
- net charge = -1
- LUMO energy (spin up / spin down) (eV) = 1.89 / 1.89
- total energy (eV) = -174026.23568
- HOMO-LUMO gap (spin up / spin down) (eV) = 6.3 / 6.3